{"formula": "C18H13As2F6NO2RhS5", "method": "ωB97M-V/def2-TZVPD", "species": ["Rh", "S", "As", "S", "S", "S", "C", "C", "C", "C", "N", "C", "C", "C", "C", "C", "C", "C", "H", "H", "H", "H", "H", "H", "H", "H", "F", "As", "F", "F", "F", "F", "F", "O", "C", "O", "C", "C", "C", "C", "S", "C", "C", "H", "H", "H", "H", "H"], "xyz": [[0.2079, -0.2118, 0.7269], [6.2414, -1.1916, 3.1002], [5.3890, -1.5845, 1.2361], [2.1551, -0.9432, 1.7449], [3.6373, -0.0070, 0.8421], [6.4489, -1.4126, -0.5531], [-3.4027, 1.7679, -0.9016], [-4.2273, 0.5479, -1.0796], [-3.8653, -0.6061, -0.4787], [-2.6248, -0.7045, 0.1969], [-1.6988, 0.3138, 0.0693], [-2.0095, 1.4471, -0.4659], [-2.1833, -1.8114, 1.0192], [-3.0115, -2.8932, 1.3321], [-2.5417, -3.9199, 2.1360], [-1.2472, -3.8682, 2.6352], [-0.4185, -2.7937, 2.3218], [-0.8558, -1.7549, 1.5102], [-3.3648, 2.4389, -1.7586], [-5.1586, 0.6321, -1.6241], [-4.5082, -1.4753, -0.5206], [-1.2282, 2.1920, -0.5616], [-4.0278, -2.9314, 0.9597], [-3.1903, -4.7522, 2.3827], [-0.8759, -4.6654, 3.2693], [0.5938, -2.7966, 2.7089], [0.7579, 1.6560, 0.5274], [-1.8428, 5.2982, -0.7671], [-3.9943, 2.5274, 0.1503], [-1.6257, 6.7840, 0.3302], [-3.3160, 6.0619, -1.3442], [-0.7340, 6.0754, -1.8761], [-2.1458, 4.0266, -2.1955], [0.1475, -7.3233, 0.9273], [1.2941, -6.7734, 0.4339], [2.3188, -7.3947, 0.5085], [1.1552, -5.4127, -0.1466], [2.2798, -4.5936, -0.2216], [2.1731, -3.2923, -0.6824], [0.9338, -2.7749, -1.0780], [0.7146, -1.0950, -1.5402], [-0.1740, -3.6309, -1.0725], [-0.0688, -4.9243, -0.6065], [-0.5421, -6.6472, 0.9315], [3.2339, -4.9823, 0.1107], [3.0479, -2.6556, -0.7260], [-1.1284, -3.2472, -1.4088], [-0.9550, -5.5508, -0.6224]], "atomic_forces_ev_per_a": [[0.0, -0.1, -0.1], [0.0, 0.0, 0.0], [0.0, 0.0, 0.1], [0.0, 0.0, 0.0], [0.0, 0.0, -0.2], [0.0, 0.0, 0.0], [0.0, 0.0, 0.0], [0.0, 0.0, 0.0], [0.0, 0.0, 0.0], [0.0, 0.0, 0.0], [0.0, 0.0, 0.1], [0.0, 0.0, 0.0], [0.0, 0.0, 0.0], [0.0, 0.0, 0.0], [0.0, 0.0, 0.0], [0.0, 0.0, 0.0], [0.0, 0.0, 0.0], [0.0, 0.0, 0.0], [0.0, 0.0, 0.0], [0.0, 0.0, 0.0], [0.0, 0.0, 0.0], [0.0, 0.0, 0.0], [0.0, 0.0, 0.0], [0.0, 0.0, 0.0], [0.0, 0.0, 0.0], [0.0, 0.0, 0.0], [0.1, -0.1, 0.1], [0.0, 0.1, 0.0], [0.0, 0.0, 0.0], [0.0, 0.0, 0.0], [0.0, 0.0, 0.0], [0.0, 0.0, 0.0], [0.0, 0.0, 0.0], [0.0, 0.0, 0.0], [0.0, 0.0, 0.0], [0.0, 0.0, 0.0], [0.0, 0.0, 0.0], [0.0, 0.0, 0.0], [0.0, 0.0, 0.0], [0.0, 0.0, 0.0], [0.0, 0.0, 0.0], [0.0, 0.0, 0.0], [0.0, 0.0, 0.0], [0.0, 0.0, 0.0], [0.0, 0.0, 0.0], [0.0, 0.0, 0.0], [0.0, 0.0, 0.0], [0.0, 0.0, 0.0]], "mulliken_charge": [-0.386, -0.482, 0.272, 0.060, 0.028, -0.452, 0.306, -0.990, -0.433, 0.937, 0.038, -0.191, 0.754, -0.492, -0.856, -0.756, 0.146, -0.171, 0.363, 0.379, 0.379, 0.451, 0.274, 0.388, 0.482, 0.356, -0.777, 1.065, -0.317, -0.565, -0.432, -0.434, -0.627, -0.514, 0.444, -0.589, 0.616, -0.762, -0.392, -0.198, -0.233, -0.672, -0.587, 0.342, 0.460, 0.767, 0.490, 0.505], "relative_energy_ev": 0.7455, "total_charge": -2, "multiplicity": 6, "largest_force_ev_per_a": 0.17, "homo_ev": [-3.25, -3.76]}



{"formula": "C18H13AsSSe3TeV", "method": "ωB97M-V/def2-TZVPD", "species": ["V", "Se", "Se", "Te", "Se", "C", "C", "C", "C", "C", "C", "As", "C", "C", "C", "C", "C", "C", "C", "C", "C", "C", "C", "C", "H", "H", "H", "H", "H", "H", "H", "H", "H", "H", "H", "H", "H", "S"], "xyz": [[-0.2366, -0.8752, 0.3350], [0.5913, 0.8110, -0.9752], [-1.5768, 1.4217, -0.4387], [-2.7043, -0.8694, -0.5785], [-2.1679, -1.4423, 1.7458], [0.6525, 2.5675, 5.6142], [1.9067, 2.3913, 5.0484], [2.0838, 1.4953, 4.0046], [0.9923, 0.7724, 3.5340], [-0.2707, 0.9614, 4.0866], [-0.4366, 1.8563, 5.1315], [1.2305, -0.6211, 2.1925], [1.4779, -2.1888, 3.2881], [0.5058, -2.9221, 3.9430], [0.8809, -4.0482, 4.6622], [2.2151, -4.4267, 4.7066], [3.1877, -3.6857, 4.0509], [2.8297, -2.5517, 3.3342], [3.7444, -1.6746, 2.5725], [5.1245, -1.8025, 2.4875], [5.8595, -0.9098, 1.7197], [5.2372, 0.1201, 1.0282], [3.8590, 0.2658, 1.1061], [3.1308, -0.6222, 1.8780], [0.5236, 3.2608, 6.4346], [2.7538, 2.9545, 5.4170], [3.0611, 1.3476, 3.5648], [-1.1217, 0.4137, 3.7013], [-1.4177, 2.0008, 5.5644], [-0.5314, -2.6156, 3.8977], [0.1339, -4.6297, 5.1859], [2.5006, -5.3138, 5.2559], [4.2228, -3.9982, 4.1041], [5.6342, -2.5940, 3.0214], [6.9339, -1.0213, 1.6586], [5.8264, 0.8063, 0.4353], [3.3587, 1.0702, 0.5792], [0.8107, -2.5356, -0.1371]], "atomic_forces_ev_per_a": [[0.8, -1.9, -1.3], [0.4, -0.1, -0.3], [-0.6, 0.4, 0.2], [-0.4, 0.1, -0.6], [0.1, 0.1, 0.5], [0.0, 0.0, 0.0], [0.0, 0.0, 0.0], [-0.1, -0.1, -0.1], [-0.2, 0.0, -0.3], [0.1, 0.0, -0.1], [-0.1, 0.0, 0.0], [1.0, 0.2, 2.0], [0.0, -0.1, -0.1], [0.1, 0.1, 0.0], [-0.1, 0.0, 0.0], [0.0, 0.0, 0.0], [0.1, 0.0, 0.0], [-0.2, 0.0, 0.0], [-0.1, 0.2, -0.1], [0.0, 0.0, 0.0], [0.0, 0.0, 0.0], [0.0, 0.0, 0.0], [-0.1, 0.0, 0.0], [0.0, -0.1, -0.2], [0.0, 0.0, 0.0], [0.0, 0.0, 0.0], [0.0, 0.1, 0.1], [-0.1, 0.0, 0.0], [0.0, 0.0, 0.0], [-0.1, -0.1, 0.0], [0.0, 0.0, 0.0], [0.0, 0.0, 0.0], [0.0, 0.0, 0.0], [0.0, 0.0, 0.0], [0.0, 0.0, 0.0], [0.0, 0.0, 0.0], [0.0, 0.0, 0.0], [-0.8, 1.3, 0.2]], "mulliken_charge": [0.223, -0.167, -0.118, 0.103, -0.126, -0.487, -0.728, -0.131, 0.855, -0.032, -0.686, 1.448, 0.229, -0.504, -0.826, -0.754, -0.690, 0.519, 0.988, -0.576, -0.741, -0.744, -0.391, -0.180, 0.392, 0.405, 0.353, 0.044, 0.406, 0.249, 0.411, 0.415, 0.412, 0.419, 0.415, 0.434, 0.381, -0.218], "total_charge": 1, "largest_force_ev_per_a": 2.44, "homo_ev": [-11.40, -11.40]}



{"formula": "C18H13AuCl2N3O4", "method": "ωB97M-V/def2-TZVPD", "species": ["Au", "C", "O", "C", "C", "C", "C", "C", "C", "N", "N", "C", "C", "C", "C", "O", "C", "N", "C", "C", "C", "C", "H", "H", "H", "H", "H", "H", "H", "H", "H", "H", "H", "H", "Cl", "C", "Cl", "C", "O", "O", "H"], "xyz": [[-1.6403, -1.2857, 2.2668], [2.6628, -0.7697, 1.8868], [3.1690, -0.1877, 0.6867], [2.4012, 0.7570, 0.0911], [1.2918, 1.3502, 0.6914], [0.5190, 2.2518, -0.0229], [0.8339, 2.5671, -1.3399], [2.0010, 2.0538, -1.8942], [2.7727, 1.1448, -1.1951], [0.0521, 3.4372, -2.1835], [-1.1863, 3.3351, -2.2668], [-1.8784, 2.2869, -1.5747], [-2.8369, 2.6564, -0.6698], [-3.3332, 1.7520, 0.2802], [-2.8694, 0.4438, 0.3449], [-3.1881, -0.3394, 1.3361], [-2.0472, -0.0138, -0.7628], [-1.7670, -1.3372, -0.8269], [-1.0264, -1.7736, -1.8102], [-0.4975, -0.9411, -2.8162], [-0.7615, 0.3958, -2.7622], [-1.5572, 0.9074, -1.7140], [3.3106, -1.6089, 2.1195], [1.6412, -1.1270, 1.7496], [2.6839, -0.0570, 2.7142], [0.9965, 1.0869, 1.6971], [-0.3615, 2.6688, 0.4457], [2.2698, 2.3435, -2.9029], [3.6556, 0.7011, -1.6365], [-3.1177, 3.7025, -0.6166], [-4.0094, 2.0885, 1.0555], [-0.8267, -2.8411, -1.8272], [0.1086, -1.3624, -3.6076], [-0.3742, 1.0690, -3.5166], [0.6406, -3.5812, 0.6513], [0.3115, -4.1052, 2.3231], [-1.3685, -4.6531, 2.4937], [0.6975, -2.9645, 3.2939], [1.7405, -3.1462, 3.9052], [-0.0620, -1.9492, 3.3918], [0.9493, -4.9558, 2.5217]], "atomic_forces_ev_per_a": [[0.0, 0.1, 0.0], [0.0, 0.0, 0.0], [0.0, 0.0, 0.0], [0.0, 0.0, 0.0], [0.0, 0.0, 0.0], [0.0, 0.0, 0.0], [0.0, 0.0, 0.0], [0.0, 0.0, 0.0], [0.0, 0.0, 0.0], [-0.1, 0.0, 0.0], [0.1, 0.0, -0.1], [0.0, 0.0, 0.1], [0.0, 0.0, 0.0], [0.0, 0.0, 0.0], [0.1, 0.1, 0.0], [-0.1, -0.1, 0.1], [0.0, 0.0, 0.0], [0.0, 0.0, 0.0], [0.0, 0.0, 0.0], [0.0, 0.0, 0.0], [0.0, 0.0, 0.0], [0.1, 0.0, 0.0], [0.0, 0.0, 0.0], [0.1, 0.1, 0.0], [0.0, 0.0, 0.0], [0.0, 0.0, 0.0], [0.0, 0.0, 0.0], [0.0, 0.0, 0.0], [0.0, 0.0, 0.0], [0.0, 0.0, 0.0], [0.0, 0.0, 0.0], [0.0, 0.0, 0.0], [0.0, 0.0, 0.0], [0.0, 0.0, 0.0], [0.0, -0.1, 0.0], [0.0, 0.0, -0.1], [0.0, 0.0, 0.0], [-0.1, -0.2, 0.1], [0.0, 0.0, 0.0], [0.0, 0.1, 0.0], [0.0, 0.0, 0.0]], "mulliken_charge": [0.444, -0.391, -0.508, 0.629, -0.269, -0.207, -0.202, -0.212, -0.675, -0.428, -0.679, -0.002, -0.389, -0.624, 1.140, -0.921, -0.143, -0.475, -0.573, -0.689, -0.577, 0.967, 0.262, -0.057, 0.366, 0.416, 0.520, 0.406, 0.401, 0.366, 0.378, 0.585, 0.394, 0.497, -0.089, -0.164, -0.153, 0.602, -0.671, -0.663, 0.389], "total_charge": -1, "largest_force_ev_per_a": 0.27, "homo_ev": -4.59}